A cluster of 2 separate species, C15H26N6O10 in total. Source: the Open Molecules 2025 dataset; level of theory: wB97M-V/def2-TZVPD.

Output
* lowest unoccupied orbital energy: -0.3 eV
* F_max: 0.071 Eh/bohr
* Kohn-Sham gap: 9.0 eV
* SMILES: O=c1[nH]c(NC[C@H](O)[C@H](O)[C@H](O)CO)c([N+](=O)[O-])c(=O)[nH]1.CNC(=O)[C@H](C)NC(C)=O
* HOMO level: -9.307 eV
* total charge: 0
* spin multiplicity: 1

XYZ file:
```
57
Properties=species:S:1:pos:R:3:forces:R:3
O -1.634 1.760 2.121 0.738 -0.259 0.694
C -2.228 1.957 1.081 0.758 -0.498 2.331
N -1.568 1.900 -0.104 -1.397 -0.268 -0.838
C -2.239 2.015 -1.284 0.186 0.181 -1.409
N -1.447 1.812 -2.389 0.232 0.250 -0.653
C -1.170 0.426 -2.837 0.379 -0.279 0.686
C 0.038 -0.310 -2.199 0.331 -0.090 -0.422
O -0.133 -0.422 -0.775 -0.057 0.078 -0.226
C 1.451 0.250 -2.523 -0.445 0.600 0.755
O 1.691 1.491 -1.840 -0.189 -0.386 -0.402
C 1.711 0.449 -4.038 0.696 -0.912 0.237
O 1.120 -0.590 -4.828 -0.045 -0.092 0.248
C 3.213 0.423 -4.352 0.430 0.601 0.163
O 3.728 -0.916 -4.206 -0.046 0.234 0.029
C -3.579 2.352 -1.327 1.214 -0.256 1.927
N -4.319 2.500 -2.525 -1.551 0.098 -0.900
O -5.542 2.358 -2.487 1.468 0.024 0.136
O -3.713 2.771 -3.568 -0.034 -0.067 0.486
C -4.220 2.522 -0.014 -3.356 1.375 -0.350
O -5.341 2.956 0.188 -0.223 0.076 -0.890
N -3.552 2.223 1.129 1.896 -0.340 -1.310
H -0.689 1.389 -0.132 0.377 0.083 0.075
H -1.749 2.417 -3.154 -0.132 -0.588 0.268
H -1.033 0.440 -3.923 0.127 0.072 0.253
H -2.061 -0.185 -2.653 0.049 -0.058 0.016
H 0.011 -1.325 -2.610 -0.109 0.113 -0.171
H 0.559 -0.991 -0.383 -0.406 0.324 -0.339
H 2.173 -0.485 -2.152 0.013 -0.238 -0.018
H 1.632 1.368 -0.862 0.163 -0.195 -0.739
H 1.286 1.413 -4.336 0.063 -0.165 -0.059
H 1.743 -1.344 -4.834 -0.307 0.537 0.061
H 3.740 1.109 -3.680 -0.093 -0.062 0.032
H 3.373 0.771 -5.378 -0.113 -0.089 0.014
H 4.694 -0.924 -4.334 -0.742 0.180 0.049
H -3.958 2.508 2.006 -0.087 -0.115 -0.002
C 0.798 -3.301 5.376 -0.095 0.097 -0.389
N 1.035 -3.490 3.944 0.037 -0.259 1.426
C 0.801 -2.626 2.950 0.070 0.343 -1.390
O 1.067 -2.966 1.804 -0.141 0.471 -0.165
C 0.198 -1.232 3.256 0.092 0.291 0.082
C -1.330 -1.317 3.390 0.252 -0.093 0.079
N 0.491 -0.220 2.237 -0.519 -1.151 0.622
C 1.675 0.218 1.810 1.003 0.016 -0.185
C 2.949 -0.259 2.479 -0.367 0.140 -0.012
O 1.743 0.999 0.868 -0.015 0.466 -0.123
H 1.277 -2.385 5.729 -0.046 -0.076 0.069
H 1.214 -4.144 5.931 -0.030 0.127 -0.181
H -0.274 -3.252 5.576 0.056 0.028 0.177
H 1.412 -4.377 3.644 -0.078 0.143 -0.110
H 0.601 -0.880 4.205 0.074 -0.063 0.206
H -1.772 -1.594 2.431 0.014 -0.020 0.035
H -1.728 -0.352 3.705 0.038 -0.032 -0.094
H -1.606 -2.062 4.134 -0.034 -0.035 -0.045
H -0.310 0.250 1.840 -0.022 0.080 0.048
H 3.162 -1.279 2.165 0.001 -0.115 0.098
H 2.841 -0.209 3.560 0.085 -0.182 0.156
H 3.770 0.389 2.173 -0.165 -0.044 -0.036
```
Positions in Å, forces in eV/Å.

An isolated molecule of C15H26N6O2. Source: the Open Molecules 2025 dataset; level of theory: wB97M-V/def2-TZVPD.

Output
* lowest unoccupied orbital energy: 0.3 eV
* F_max: 0.070 Eh/bohr
* Kohn-Sham gap: 8.3 eV
* energy above the lowest of the compared OMol25 structures with the same formula, charge and spin: 0.0 kcal/mol
* SMILES: CC[C@H](C)Cn1c(=O)[nH]c(=O)c2c1nnn2CCN(CC)CC
* HOMO level: -7.997 eV
* total charge: 0
* spin multiplicity: 1

XYZ file:
```
49
Properties=species:S:1:pos:R:3:forces:R:3
C -5.039 0.460 -0.434 0.045 -0.924 -0.299
C -3.864 0.607 0.547 -0.551 0.209 0.122
C -4.034 1.792 1.540 0.480 0.400 -1.108
C -4.225 3.155 0.801 -0.093 -0.283 0.334
C -2.904 1.815 2.597 -0.871 0.837 -0.213
N -1.527 1.862 2.014 -0.061 -0.277 0.106
C -0.891 3.045 1.634 -1.006 1.374 0.673
O -1.340 4.153 1.768 -1.787 0.678 0.668
N 0.370 3.042 1.109 0.094 -2.656 0.087
C 1.089 1.891 1.048 3.574 -0.461 -0.355
O 2.278 1.942 0.777 0.442 0.063 -0.435
C 0.476 0.652 1.407 -2.062 -1.030 0.218
C -0.812 0.682 1.854 -0.485 -1.684 0.199
N -1.245 -0.630 2.067 -0.183 1.220 -0.141
N -0.295 -1.453 1.734 1.507 2.389 -0.236
N 0.783 -0.690 1.349 0.306 -0.571 0.026
C 2.046 -1.291 0.825 -0.852 0.357 0.518
C 1.973 -1.412 -0.678 1.160 -0.859 -1.176
N 3.168 -2.142 -1.150 0.702 0.927 0.999
C 4.403 -1.345 -1.286 -0.771 -0.037 -0.807
C 4.527 -0.867 -2.749 0.631 -0.057 0.008
C 3.172 -3.552 -1.537 -0.796 0.744 0.124
C 2.459 -3.708 -2.865 0.272 -0.715 -0.193
H -4.919 -0.533 -0.956 -0.285 0.982 0.414
H -5.001 1.234 -1.200 -0.195 0.014 0.024
H -6.040 0.468 0.055 0.720 0.047 -0.230
H -3.830 -0.326 1.129 0.403 0.257 -0.116
H -2.937 0.708 -0.067 -0.460 -0.073 0.650
H -4.965 1.643 2.084 -0.062 -0.274 0.305
H -5.216 3.193 0.315 0.480 -0.143 0.086
H -3.450 3.301 0.040 -0.132 0.068 0.121
H -4.191 4.005 1.504 0.132 -0.387 -0.252
H -3.024 0.905 3.202 0.602 0.260 -0.186
H -3.122 2.701 3.243 0.818 -0.638 -0.447
H 0.915 3.892 1.100 -0.379 0.125 -0.109
H 2.845 -0.600 1.075 0.021 0.061 0.180
H 2.257 -2.256 1.300 -0.460 0.267 -0.045
H 2.000 -0.389 -1.127 -0.351 -0.694 0.218
H 1.065 -1.957 -0.995 0.276 0.368 0.148
H 4.397 -0.442 -0.661 -0.309 -0.343 0.177
H 5.268 -1.935 -0.958 -0.101 0.031 -0.222
H 3.651 -0.276 -3.042 0.127 -0.090 0.183
H 4.562 -1.742 -3.411 0.152 0.277 0.055
H 5.430 -0.246 -2.916 -0.381 -0.323 0.062
H 4.198 -3.916 -1.678 -0.135 0.268 0.450
H 2.664 -4.171 -0.757 0.440 0.276 -0.443
H 2.969 -3.179 -3.656 0.221 0.295 -0.136
H 2.453 -4.750 -3.162 -0.260 -0.358 -0.086
H 1.452 -3.337 -2.830 -0.576 0.084 0.079
```
Positions in Å, forces in eV/Å.

An isolated molecule of C15H26O4. Source: the Open Molecules 2025 dataset; level of theory: wB97M-V/def2-TZVPD.

Output
* lowest unoccupied orbital energy: 0.7 eV
* F_max: 0.077 Eh/bohr
* Kohn-Sham gap: 9.9 eV
* energy above the lowest of the compared OMol25 structures with the same formula, charge and spin: 30.9 kcal/mol
* SMILES: C=C[C@@]1(C)CC[C@H]([C@@]2(C)CC[C@@H](C(C)(C)O)OO2)O1
* HOMO level: -9.200 eV
* total charge: 0
* spin multiplicity: 1

XYZ file:
```
45
Properties=species:S:1:pos:R:3:forces:R:3
C -0.559 2.758 -1.129 -1.284 0.360 2.211
C -1.414 3.068 -0.089 2.008 -0.482 -3.361
C -1.337 2.608 1.332 -0.370 0.338 0.267
C -1.599 3.805 2.260 -0.240 0.346 0.196
C -2.369 1.495 1.540 -1.188 0.382 0.801
C -1.611 0.371 2.198 0.098 -0.770 0.119
C -0.208 0.580 1.662 -0.083 -0.659 -0.096
C 0.970 -0.229 2.404 -0.808 0.808 -0.494
C 1.290 0.299 3.804 0.054 1.333 -1.037
C 0.742 -1.761 2.543 -0.815 0.617 0.154
C 0.672 -2.437 1.209 -0.402 -0.606 0.327
C 1.960 -2.139 0.477 -0.844 -0.625 0.565
C 1.986 -2.838 -0.887 0.542 -0.151 -2.588
C 3.306 -2.515 -1.607 0.853 0.179 2.143
C 0.845 -2.480 -1.863 -0.040 0.380 1.071
O 1.960 -4.275 -0.723 -0.041 0.173 0.954
O 2.102 -0.714 0.336 -0.258 0.248 -0.685
O 2.161 0.029 1.591 -0.098 -1.523 0.332
O -0.087 2.024 1.660 1.062 -0.656 0.359
H 0.317 2.141 -0.967 0.049 0.052 0.116
H -0.713 3.112 -2.150 -0.188 0.005 0.406
H -2.261 3.664 -0.407 -0.278 0.111 0.476
H -2.643 4.203 2.102 1.110 -0.331 0.083
H -1.491 3.517 3.324 -0.107 0.000 -0.534
H -0.858 4.596 2.053 -0.386 -0.220 0.095
H -3.226 1.854 2.152 0.486 -0.252 -0.385
H -2.765 1.163 0.590 -0.111 -0.075 -0.240
H -2.040 -0.582 1.857 0.233 0.038 0.448
H -1.588 0.427 3.289 -0.249 -0.014 -0.016
H -0.246 0.265 0.606 0.478 -0.101 0.203
H 1.341 1.407 3.770 -0.025 -0.616 0.251
H 2.235 -0.097 4.123 0.634 -0.126 0.033
H 0.574 -0.033 4.538 -0.542 0.002 0.049
H -0.194 -2.019 3.080 0.473 0.623 0.027
H 1.570 -2.186 3.120 -0.004 0.218 0.028
H 0.517 -3.510 1.407 0.337 0.214 -0.457
H -0.230 -2.090 0.685 0.385 -0.005 -0.254
H 2.799 -2.525 1.055 0.202 -0.077 0.130
H 3.411 -1.480 -1.893 -0.032 0.458 0.203
H 3.420 -3.078 -2.488 -0.078 -0.958 -1.203
H 4.148 -2.814 -0.922 -0.648 0.469 -0.652
H 1.146 -2.719 -2.862 0.292 -0.166 -0.658
H 0.694 -1.409 -1.812 -0.332 0.277 -0.118
H -0.088 -3.022 -1.684 0.115 0.184 0.347
H 1.922 -4.715 -1.590 0.038 0.597 0.385
```
Positions in Å, forces in eV/Å.

A cluster of 2 separate species, C15H27Br2NOS3Si in total. Source: the Open Molecules 2025 dataset; level of theory: wB97M-V/def2-TZVPD.

Output
* lowest unoccupied orbital energy: -0.4 eV
* F_max: 0.210 Eh/bohr
* Kohn-Sham gap: 8.1 eV
* energy above the lowest of the compared OMol25 structures with the same formula, charge and spin: 127.0 kcal/mol
* SMILES: C#C[Si@@H](CCCS)CCCSC(=S)N1CCOCC1.BrCCBr
* HOMO level: -8.461 eV
* total charge: 0
* spin multiplicity: 1

XYZ file:
```
50
Properties=species:S:1:pos:R:3:forces:R:3
C 5.038 1.160 0.938 -7.612 -3.015 -4.433
C 3.839 0.613 0.391 8.714 4.540 4.504
Si 1.960 0.232 0.059 0.380 -0.408 -0.723
C 1.459 1.254 -1.498 -0.363 2.026 -0.505
C 1.556 2.859 -1.037 -0.912 -0.567 0.869
C 1.672 3.894 -2.303 -0.254 -1.473 0.259
S 2.986 5.188 -1.957 0.004 -0.517 0.586
C 1.650 -1.663 -0.075 1.021 -1.380 -0.057
C 1.310 -2.211 -1.582 -0.235 -1.292 0.618
C -0.187 -1.835 -2.138 0.524 0.010 -2.780
S -1.556 -1.954 -0.855 -0.309 1.465 0.461
C -2.879 -0.617 -1.157 -0.371 1.016 -1.064
S -3.532 -0.569 -2.732 0.898 0.094 2.737
N -3.297 0.304 -0.025 1.724 -0.129 -3.209
C -2.118 1.111 0.488 0.470 0.195 1.810
C -2.582 1.679 1.989 1.053 -0.632 -0.417
O -4.034 1.926 2.060 1.526 0.421 -2.019
C -4.504 2.445 0.765 -0.495 0.146 -0.547
C -4.314 1.344 -0.479 -1.223 0.583 0.542
H 6.076 1.724 1.081 -2.825 -1.723 -0.342
H 1.092 0.722 1.161 0.386 0.158 0.071
H 0.312 1.101 -1.792 2.631 0.030 0.404
H 2.187 1.147 -2.409 -1.533 -0.163 1.596
H 2.416 2.997 -0.222 -1.683 -0.181 -2.057
H 0.542 3.053 -0.439 2.203 -0.164 -1.275
H 0.627 4.391 -2.501 2.230 -0.700 0.448
H 1.980 3.308 -3.276 -0.605 1.138 1.998
H 3.762 4.639 -0.905 -1.246 0.194 -1.303
H 2.671 -2.193 0.246 -2.132 1.085 -0.623
H 0.860 -1.998 0.729 1.394 0.601 -1.787
H 2.153 -1.934 -2.379 -2.021 -0.279 1.737
H 1.347 -3.402 -1.516 -0.108 2.532 -0.158
H -0.185 -0.802 -2.736 -0.192 -2.181 1.642
H -0.445 -2.655 -2.967 0.516 1.851 1.804
H -1.870 1.993 -0.247 -0.399 -1.641 1.255
H -1.157 0.450 0.701 -2.165 1.306 -0.793
H -2.298 0.823 2.748 -0.932 1.798 -1.391
H -1.924 2.630 2.262 -1.560 -1.737 -0.615
H -3.925 3.438 0.443 -1.183 -2.028 0.916
H -5.664 2.692 0.891 2.696 -0.535 -0.205
H -3.954 1.980 -1.402 -0.593 -1.540 1.546
H -5.362 0.827 -0.725 2.534 1.062 0.500
Br 1.786 -3.041 3.553 -0.084 -0.072 0.072
C 1.296 -4.928 3.523 0.261 0.029 0.082
C 0.922 -5.374 2.128 -0.217 -0.214 -0.048
Br -0.868 -4.763 1.648 0.183 0.044 -0.056
H 0.492 -5.061 4.251 0.144 0.019 -0.284
H 2.187 -5.458 3.871 -0.163 0.063 -0.117
H 0.874 -6.465 2.072 0.047 0.189 0.078
H 1.603 -5.004 1.357 -0.124 -0.021 0.277
```
Positions in Å, forces in eV/Å.